(1)
The following is a DFT calculation (ωB97M-V/def2-TZVPD) of the molecule C3H4O3S.

Atoms and positions in Å:
C  -0.770  0.886  -1.240
C  0.109  0.039  -0.295
C  0.019  -0.099  1.196
H  -2.252  1.479  -0.057
H  -0.419  1.986  -1.259
H  -0.541  0.272  -2.279
H  1.328  -1.518  1.089
O  -2.176  0.892  -0.843
O  0.704  -1.064  1.717
O  -0.730  0.724  1.730
S  1.460  -0.724  -1.018

Atomic forces in eV per Å
-0.228 -0.601 -0.328
3.204 -1.128 -2.595
-2.422 2.325 -1.199
0.226 -0.660 -0.657
-0.074 -1.833 -0.227
-1.308 2.194 2.389
-0.755 0.808 0.012
1.428 0.195 -0.269
0.511 -0.743 1.595
1.583 -1.744 0.238
-2.164 1.186 1.041

Summary:
frontier orbital gap = 0.29444 Eh
maximum force = 4.3 eV/A
LUMO level = -1.868 eV
E_tot = -20151.8716 eV
HOMO level = -9.880 eV
relative energy (zero: lowest compared OMol25 entry of this formula, charge and spin) = 57.7 kcal/mol

=====

(2)
The following is a DFT calculation (ωB97M-V/def2-TZVPD) of a structure of composition C47H58BrInN4O4Si.

Atoms and positions in Å:
In  0.183  -0.821  -0.051
C  0.275  4.239  5.059
C  -0.043  4.466  3.575
C  0.091  5.965  3.269
C  -1.417  3.912  3.233
C  -2.519  4.676  3.591
C  -3.818  4.267  3.336
C  -4.014  3.036  2.733
C  -2.946  2.227  2.371
C  -3.218  0.842  1.825
C  -4.380  0.793  0.829
C  -3.470  -0.123  2.989
C  -1.615  2.656  2.585
N  -0.577  1.914  2.047
C  0.452  1.553  2.775
O  0.585  1.600  4.012
C  1.685  1.101  1.988
C  2.887  1.170  2.686
C  4.077  0.902  2.029
C  4.049  0.628  0.673
C  2.821  0.545  0.038
N  1.676  0.746  0.691
C  2.775  0.275  -1.458
O  3.855  0.336  -2.080
N  1.565  0.038  -1.940
C  1.479  -0.243  -3.323
C  1.242  0.779  -4.261
C  1.075  0.470  -5.607
C  1.170  -0.830  -6.066
C  1.459  -1.833  -5.156
C  1.631  -1.560  -3.805
C  1.963  -2.696  -2.867
C  0.704  -3.519  -2.594
C  3.117  -3.562  -3.376
C  1.223  2.236  -3.855
C  2.398  2.983  -4.494
C  -0.111  2.907  -4.194
H  1.251  4.666  5.314
H  -0.488  4.716  5.681
H  0.294  3.173  5.271
H  0.694  3.932  2.972
H  -0.360  6.571  4.060
H  1.147  6.240  3.206
H  -0.392  6.215  2.328
H  -2.361  5.624  4.096
H  -4.663  4.884  3.622
H  -5.027  2.695  2.548
H  -2.319  0.509  1.308
H  -5.348  0.879  1.331
H  -4.304  1.593  0.088
H  -4.364  -0.154  0.289
H  -4.243  0.274  3.654
H  -3.797  -1.095  2.607
H  -2.554  -0.275  3.559
H  2.837  1.436  3.731
H  5.018  0.921  2.566
H  4.938  0.461  0.084
H  0.870  1.267  -6.315
H  1.055  -1.056  -7.121
H  1.569  -2.853  -5.508
H  2.267  -2.271  -1.915
H  0.326  -4.000  -3.502
H  0.905  -4.283  -1.838
H  -0.074  -2.858  -2.204
H  2.825  -4.189  -4.225
H  3.951  -2.928  -3.685
H  3.463  -4.218  -2.573
H  1.353  2.272  -2.779
H  2.313  2.980  -5.584
H  2.433  4.023  -4.156
H  3.336  2.492  -4.226
H  -0.233  3.021  -5.274
H  -0.937  2.305  -3.814
H  -0.168  3.897  -3.736
C  -1.833  -4.602  -2.198
Si  -2.081  -3.409  -0.721
C  -1.138  -4.259  0.671
C  -3.922  -3.559  -0.240
N  -1.641  -1.762  -1.016
C  -2.242  -1.046  -2.023
C  -3.091  -1.624  -2.985
C  -3.634  -0.908  -4.038
C  -3.336  0.433  -4.191
C  -2.529  1.049  -3.244
C  -2.032  0.344  -2.163
O  -1.246  0.935  -1.189
C  -1.173  2.324  -1.186
C  -2.324  3.099  -1.142
C  -2.225  4.476  -1.243
C  -0.987  5.087  -1.371
C  0.161  4.310  -1.340
C  0.066  2.932  -1.239
H  -1.745  -5.626  -1.827
H  -0.918  -4.367  -2.743
H  -2.658  -4.579  -2.913
H  -1.281  -5.340  0.586
H  -1.489  -3.941  1.650
H  -0.067  -4.054  0.621
H  -4.258  -4.595  -0.337
H  -4.565  -2.938  -0.867
H  -4.070  -3.255  0.799
H  -3.321  -2.677  -2.906
H  -4.275  -1.415  -4.750
H  -3.720  1.001  -5.030
H  -2.291  2.097  -3.344
H  -3.291  2.628  -1.029
H  -3.130  5.071  -1.211
H  -0.920  6.162  -1.490
H  1.137  4.774  -1.415
H  0.935  2.298  -1.221
Br  -0.367  -1.539  2.351
C  2.361  -2.938  0.792
O  1.882  -2.059  -0.172
H  2.097  -3.988  0.565
H  2.003  -2.724  1.806
H  3.463  -2.883  0.821

Atomic forces in eV per Å
0.112 -0.364 -0.848
0.038 -0.071 0.009
-0.040 -0.004 0.093
0.032 -0.143 -0.040
-0.013 -0.168 -0.008
-0.096 0.040 0.067
-0.019 -0.055 0.037
-0.051 0.061 0.001
0.053 -0.044 -0.055
-0.097 0.037 -0.052
0.079 0.033 0.017
0.046 -0.021 -0.100
-0.007 0.341 0.194
0.305 0.005 -0.540
-0.412 0.009 -0.091
0.167 -0.290 0.096
0.426 0.116 0.195
0.100 0.003 -0.133
-0.193 0.025 -0.050
0.078 0.036 -0.059
0.270 0.122 -0.053
-0.509 0.106 0.507
0.405 -0.126 -0.268
-0.405 0.032 0.203
-0.491 -0.166 0.388
0.039 -0.114 -0.643
-0.003 0.059 0.148
-0.056 -0.051 -0.089
0.046 -0.008 0.032
-0.006 0.066 -0.118
-0.025 -0.096 0.088
0.118 -0.042 -0.388
1.407 0.841 -0.004
-0.092 0.099 0.008
0.058 0.030 -0.333
0.041 -0.098 0.071
0.228 0.031 -0.093
-0.010 0.042 0.012
0.015 0.107 -0.019
-0.019 0.084 0.034
-0.021 0.026 0.027
-0.025 0.014 -0.045
-0.011 0.023 0.027
-0.014 0.095 -0.176
0.031 0.005 -0.039
0.017 0.021 -0.010
0.008 -0.047 -0.001
0.045 0.009 0.016
-0.017 0.011 -0.027
-0.135 -0.112 0.151
-0.033 -0.114 -0.004
-0.064 0.006 -0.029
0.045 -0.032 0.050
-0.092 0.050 0.035
-0.018 -0.043 0.011
0.007 0.037 -0.003
-0.002 -0.019 -0.043
0.029 0.038 0.040
-0.057 0.004 0.015
-0.007 -0.015 0.041
0.014 -0.070 -0.202
0.538 0.198 -0.168
-0.038 -0.061 -0.040
0.354 -0.078 -0.248
0.028 -0.035 -0.031
0.048 -0.041 0.001
-0.003 -0.051 -0.021
0.216 -0.086 -0.571
-0.004 0.036 -0.014
-0.021 0.008 0.007
0.027 0.037 0.008
0.004 -0.067 -0.067
0.926 0.452 -0.475
-0.025 -0.055 -0.169
-0.408 0.078 -0.079
-0.502 -0.967 0.244
0.042 0.207 -0.152
0.215 0.162 -0.104
0.813 0.546 0.525
-0.046 -0.007 -0.069
-0.048 -0.019 0.002
0.029 -0.007 -0.021
-0.055 -0.023 -0.028
-0.370 -0.106 0.230
-0.159 -0.185 -0.396
0.053 0.263 0.329
-0.046 0.349 0.139
0.003 -0.094 0.169
-0.097 0.019 0.030
0.077 0.054 0.053
-0.064 0.099 0.229
-0.166 -0.156 0.656
-0.078 -0.041 0.116
-1.404 -0.620 0.330
-0.097 -0.083 0.028
-0.063 -0.002 -0.144
0.051 0.021 -0.021
-0.031 -0.037 0.068
0.054 -0.024 -0.008
-0.013 0.014 0.007
0.024 0.059 0.012
0.028 0.059 -0.021
0.007 0.001 -0.002
0.005 0.026 0.006
-0.718 -0.314 0.207
0.132 0.048 -0.147
0.015 0.009 -0.009
0.015 0.004 0.072
0.000 -0.036 0.016
-0.043 0.009 0.398
-0.098 0.129 0.212
0.171 0.047 -0.001
-0.488 -0.006 0.872
0.042 0.007 0.027
-0.020 -0.044 -0.033
-0.032 -0.049 -0.007

Summary:
frontier orbital gap = 0.24705 Eh
maximum force = 1.6 eV/A
LUMO level = 4.372 eV
total charge = -2
E_tot = -146930.4707 eV
HOMO level = -2.351 eV
relative energy (zero: lowest compared OMol25 entry of this formula, charge and spin) = 43.3 kcal/mol

=====

(3)
The following is a DFT calculation (ωB97M-V/def2-TZVPD) of a structure of composition C30H75CdK2N5O4S.

Atoms and positions in Å:
K  -0.454  2.647  0.132
K  3.258  1.495  1.111
Cd  -0.398  -3.131  0.241
S  -0.287  -0.553  0.528
O  0.830  0.354  0.699
O  -1.488  0.208  0.457
O  -0.126  -1.415  -0.610
O  -0.329  -1.650  1.461
C  -0.356  4.670  -2.855
C  0.619  3.563  -3.217
N  0.083  2.193  -2.967
C  -0.966  1.963  -3.965
C  -1.672  0.619  -3.818
C  1.062  1.133  -2.886
C  1.775  0.783  -4.196
H  -1.193  4.762  -3.547
H  0.133  5.640  -2.940
H  -0.785  4.581  -1.857
H  0.911  3.789  -4.243
H  1.461  3.653  -2.530
H  -1.827  2.629  -3.906
H  -0.600  2.051  -4.988
H  -2.598  0.502  -4.382
H  -1.047  -0.178  -4.222
H  -1.894  0.347  -2.787
H  0.674  0.275  -2.337
H  1.805  1.413  -2.139
H  1.196  0.392  -5.032
H  2.613  0.104  -4.043
H  2.224  1.689  -4.605
C  -2.508  -3.145  -2.468
C  -2.989  -2.697  -1.055
N  -2.419  -3.563  0.029
C  -2.840  -4.980  -0.181
C  -4.360  -5.251  -0.396
C  -3.006  -2.993  1.277
C  -2.557  -3.741  2.519
H  -2.606  -2.432  -3.286
H  -2.940  -4.100  -2.766
H  -1.433  -3.325  -2.455
H  -2.643  -1.666  -0.978
H  -4.078  -2.684  -1.076
H  -2.350  -5.428  -1.045
H  -2.577  -5.645  0.642
H  -4.808  -4.732  -1.243
H  -4.666  -6.285  -0.553
H  -4.955  -4.865  0.432
H  -4.093  -2.964  1.206
H  -2.728  -1.956  1.464
H  -2.991  -4.739  2.567
H  -2.887  -3.283  3.452
H  -1.470  -3.791  2.573
C  6.580  0.335  1.694
C  6.324  -0.402  0.469
N  5.438  0.339  -0.442
C  4.929  -0.614  -1.454
C  3.916  -1.601  -0.870
C  6.115  1.538  -0.999
C  5.350  2.423  -1.984
H  7.302  1.138  1.545
H  6.888  -0.327  2.503
H  5.660  0.855  1.962
H  7.275  -0.662  0.003
H  5.887  -1.341  0.808
H  4.526  -0.134  -2.345
H  5.808  -1.139  -1.829
H  4.423  -2.306  -0.210
H  3.070  -1.275  -0.265
H  3.448  -2.133  -1.698
H  6.998  1.197  -1.539
H  6.530  2.057  -0.135
H  5.395  2.022  -2.997
H  5.815  3.409  -2.001
H  4.315  2.586  -1.683
C  -8.379  1.668  0.060
C  -6.938  1.800  0.561
N  -6.022  0.991  -0.241
C  -4.661  0.932  0.344
C  -4.602  0.247  1.712
C  -5.900  1.512  -1.648
C  -5.134  0.572  -2.637
H  -8.528  2.132  -0.915
H  -9.094  2.146  0.730
H  -8.509  0.586  0.070
H  -6.551  2.819  0.575
H  -6.872  1.483  1.602
H  -4.217  1.925  0.424
H  -3.992  0.351  -0.291
H  -5.202  0.754  2.468
H  -3.576  0.355  2.065
H  -4.944  -0.787  1.678
H  -6.895  1.486  -2.091
H  -5.443  2.501  -1.707
H  -4.170  0.201  -2.287
H  -5.756  -0.306  -2.810
H  -5.021  0.987  -3.638
C  3.811  -1.814  3.025
C  4.149  -0.834  4.131
N  3.377  0.493  4.049
C  3.929  1.424  5.047
C  5.228  2.035  4.579
C  1.960  0.217  4.270
C  1.050  1.490  4.095
H  4.451  -2.689  3.134
H  3.886  -1.312  2.060
H  2.804  -2.230  3.044
H  3.968  -1.257  5.120
H  5.209  -0.602  4.030
H  3.254  2.226  5.345
H  4.032  0.927  6.012
H  5.684  2.740  5.274
H  5.954  1.223  4.526
H  5.163  2.576  3.635
H  1.688  -0.310  5.185
H  1.592  -0.399  3.449
H  1.121  2.191  4.927
H  0.010  1.178  4.003
H  1.371  2.148  3.288

Atomic forces in eV per Å
-0.376 -0.089 -0.320
0.072 -0.406 0.192
0.298 -6.508 -1.117
0.550 2.954 0.112
1.437 0.603 0.389
-1.844 0.963 0.116
1.657 1.875 -7.638
0.231 1.252 8.168
-0.434 0.365 -0.290
-0.220 -0.414 1.073
-1.211 1.558 -0.288
-1.429 -1.094 -0.025
0.652 -1.185 -0.252
0.584 -0.464 -0.073
0.546 0.344 -0.150
-0.048 -0.304 -0.004
0.207 -0.032 0.226
0.033 -0.010 0.157
0.416 -0.523 -0.198
0.481 0.118 -0.289
0.615 0.851 0.435
0.277 0.066 -0.169
-0.032 0.605 -0.036
0.213 -0.211 0.160
0.051 0.247 0.183
-0.652 -0.306 -0.645
0.499 0.620 -0.110
-0.441 -0.190 0.411
-0.087 -0.160 0.170
0.104 0.181 0.055
0.382 -0.626 0.580
0.729 0.127 -2.622
-2.669 -0.123 -0.301
-1.407 -1.689 -0.537
-0.489 1.237 0.087
-0.302 -0.056 1.537
-0.522 -0.578 0.149
-0.567 0.230 0.378
-0.217 0.151 -0.112
0.350 -0.035 0.191
-0.006 -0.067 0.739
0.038 -0.142 0.548
0.389 0.511 -0.046
0.464 0.574 0.276
0.417 0.105 -0.301
0.704 -0.156 0.270
0.087 -0.231 0.313
-0.019 -0.288 -0.136
0.262 0.056 -0.854
0.287 -0.150 -0.092
-0.009 0.417 -0.228
0.172 -0.167 0.083
0.324 1.667 1.354
-0.110 -0.750 -0.936
-1.088 0.062 -0.288
0.111 0.457 0.357
0.210 -0.659 -0.194
0.606 -0.985 -0.076
0.076 -0.059 0.621
0.279 -0.145 0.313
0.123 0.257 0.020
-0.057 -0.149 0.563
0.150 -0.120 -0.453
-0.370 -0.035 -0.644
-0.198 0.474 0.289
-0.010 -0.572 -0.192
0.003 -0.290 -0.289
0.053 0.994 -0.098
0.183 -0.313 -0.010
0.411 -0.098 -0.157
-0.333 0.445 -0.133
-0.227 -0.004 0.099
0.085 -0.044 -0.071
-0.257 -0.098 -0.087
0.687 0.089 0.489
0.194 0.330 -0.169
1.544 -0.171 -1.171
-0.946 -0.792 0.330
-0.116 0.773 0.102
0.027 -1.625 -0.256
-0.580 -0.441 0.633
0.022 -0.350 -0.040
0.114 -0.125 0.146
-0.652 0.078 -0.424
-0.217 0.626 -0.097
-0.164 -0.258 -0.118
0.099 0.560 0.055
-0.214 0.121 -0.248
-0.111 0.014 -0.079
0.111 -0.487 0.039
0.180 -0.003 -0.085
-0.040 0.701 0.289
-0.155 0.412 0.279
0.067 0.260 -0.008
-0.025 -0.207 0.193
0.108 0.481 0.200
-0.546 -0.050 0.188
-0.718 1.336 -0.186
0.348 -1.080 0.051
-0.222 0.479 0.450
0.780 -0.360 0.456
-1.248 1.351 -1.396
0.805 -0.201 1.075
0.308 0.162 -0.423
0.446 -0.241 -0.178
-0.206 0.215 0.341
0.073 -0.170 0.139
-0.118 0.058 0.227
-0.484 -0.001 -0.720
0.490 -0.399 0.160
-0.381 0.013 0.287
0.250 0.209 -0.486
-0.165 -0.232 -0.174
0.299 0.074 0.421
0.322 -0.432 0.006
-0.162 -0.297 0.390
0.056 0.127 -0.199
-0.047 -0.390 -0.646

Summary:
frontier orbital gap = 0.21398 Eh
maximum force = 8.3 eV/A
LUMO level = -6.341 eV
total charge = +2
E_tot = -96003.3375 eV
HOMO level = -12.164 eV
relative energy (zero: lowest compared OMol25 entry of this formula, charge and spin) = 86.4 kcal/mol

=====

(4)
The following is a DFT calculation (ωB97M-V/def2-TZVPD) of the molecule C6H12O.

Atoms and positions in Å:
C  2.354  -0.380  0.866
C  1.421  -0.475  -0.342
C  0.268  0.537  -0.568
C  -0.745  -0.002  -1.550
C  -1.251  0.458  -0.240
C  -1.733  -0.324  0.942
O  -1.993  1.637  -0.504
H  3.157  -1.127  0.777
H  1.826  -0.584  1.802
H  2.837  0.599  0.940
H  1.007  -1.494  -0.368
H  2.058  -0.438  -1.245
H  0.456  1.599  -0.501
H  -0.687  -1.076  -1.686
H  -1.063  0.566  -2.418
H  -2.677  -0.845  0.768
H  -1.876  0.379  1.778
H  -0.958  -1.027  1.256
H  -2.398  1.997  0.294

Atomic forces in eV per Å
-0.078 0.112 0.102
-0.189 -0.008 0.090
-0.199 0.050 0.277
-0.165 -0.171 -0.230
0.217 -0.372 0.093
-0.057 -0.148 0.011
0.260 0.236 0.384
-0.243 0.178 -0.007
0.040 0.121 -0.031
-0.131 -0.067 0.019
-0.084 0.230 0.092
-0.355 0.189 0.181
0.724 0.108 -0.848
0.142 0.088 -0.179
-0.045 -0.085 0.110
0.032 -0.018 0.018
0.033 -0.190 -0.139
-0.205 -0.106 -0.037
0.305 -0.145 0.095

Summary:
frontier orbital gap = 0.36203 Eh
maximum force = 1.1 eV/A
LUMO level = 0.994 eV
E_tot = -8462.6422 eV
HOMO level = -8.857 eV
relative energy (zero: lowest compared OMol25 entry of this formula, charge and spin) = 39.5 kcal/mol

=====

- What is the LUMO level in the second record?
  4.372 eV

=====

- Which of these has the highest E_tot?
  C6H12O

=====

- Which of these has the highest HOMO level?
  C47H58BrInN4O4Si

=====

- The highest maximum force belongs to which entry?
  C30H75CdK2N5O4S